ORCA calculation (ωB97M-V/def2-TZVPD) on a cluster of 2 separate species, C4H10O in total.

Properties
SMILES string: C=C(C)C.O
Total charge: 0
E_LUMO (eV): 0.78
Largest force on an atom (hartree/bohr): 0.0383
Frontier orbital gap (eV): 9.87

Last columns: bonded neighbours and bond lengths (Å).
Geometry (Å):
1 C 1.891 1.106 -1.310  C2 1.330, H5 1.085, H6 1.084
2 C 0.752 0.661 -0.788  C1 1.330, C3 1.513, C4 1.479
3 C -0.072 1.562 0.105  C2 1.513, H7 1.095, H8 1.089, H9 1.097
4 C 0.297 -0.746 -0.829  C2 1.479, H10 1.101, H11 1.092, H12 1.089
5 H 2.495 0.423 -1.899  C1 1.085
6 H 2.457 2.018 -1.163  C1 1.084
7 H -1.154 1.407 0.055  C3 1.095
8 H 0.021 2.638 -0.035  C3 1.089
9 H 0.211 1.297 1.131  C3 1.097
10 H 0.993 -1.317 -1.462  C4 1.101
11 H -0.674 -0.864 -1.313  C4 1.092
12 H 0.316 -1.273 0.124  C4 1.089
13 O -2.176 -1.885 2.091  H14 0.972, H15 0.966
14 H -1.907 -1.906 3.025  O13 0.972
15 H -2.428 -2.793 1.880  O13 0.966



ORCA calculation (ωB97M-V/def2-TZVPD) on a cluster of 2 separate species, C4H10O in total.

Properties
SMILES string: C=CO.CC
Total charge: 0
E_LUMO (eV): 0.75
Largest force on an atom (hartree/bohr): 0.0415
Frontier orbital gap (eV): 10.16

Last columns: bonded neighbours and bond lengths (Å).
Geometry (Å):
1 C -3.728 -2.942 1.632  C2 1.340, H4 1.080, H5 1.078
2 C -3.374 -1.818 0.993  C1 1.340, O3 1.400, H6 1.079
3 O -2.163 -1.945 0.303  C2 1.400, H7 0.966
4 H -4.647 -3.069 2.184  C1 1.080
5 H -3.090 -3.789 1.440  C1 1.078
6 H -3.864 -0.864 0.869  C2 1.079
7 H -1.549 -1.264 0.607  O3 0.966
8 C 3.308 2.440 -1.347  C9 1.529, H10 1.095, H11 1.094, H12 1.088
9 C 2.267 1.509 -0.725  C8 1.529, H13 1.081, H14 1.088, H15 1.104
10 H 4.227 1.940 -1.670  C8 1.095
11 H 3.615 3.154 -0.576  C8 1.094
12 H 2.890 2.894 -2.243  C8 1.088
13 H 1.910 1.888 0.222  C9 1.081
14 H 1.434 1.253 -1.375  C9 1.088
15 H 2.765 0.612 -0.314  C9 1.104



ORCA calculation (ωB97M-V/def2-TZVPD) on a cluster of 2 separate species, C4H10O in total.

Properties
Total charge: 0
E_LUMO (eV): -1.75
Largest force on an atom (hartree/bohr): 0.1036
Frontier orbital gap (eV): 5.93

Last columns: bonded neighbours and bond lengths (Å).
Geometry (Å):
1 C 1.981 -1.356 -0.035  C3 1.423, H6 1.090, H7 1.100
2 O -1.877 0.274 -1.350  H8 0.962, H15 0.997
3 C 0.870 -0.528 -0.362  C1 1.423, C4 1.805, H9 1.095, H10 1.066
4 C 0.284 0.422 1.057  C3 1.805, C5 1.386, H11 1.082, H12 1.088
5 C -0.833 1.237 0.959  C4 1.386, H13 1.078, H14 1.075
6 H 1.960 -2.417 -0.285  C1 1.090
7 H 2.970 -1.092 -0.438  C1 1.100
8 H -1.396 -0.446 -1.770  O2 0.962
9 H 0.229 -1.397 -0.178  C3 1.095
10 H 0.633 0.108 -1.184  C3 1.066
11 H 1.193 0.797 1.508  C4 1.082
12 H 0.023 -0.403 1.717  C4 1.088
13 H -1.693 1.012 1.567  C5 1.078
14 H -0.658 2.272 0.727  C5 1.075
15 H -1.359 0.597 -0.562  O2 0.997



ORCA calculation (ωB97M-V/def2-TZVPD) on a cluster of 2 separate species, C4H10O in total.

Properties
Total charge: 0
E_LUMO (eV): -3.32
Largest force on an atom (hartree/bohr): 0.0327
Frontier orbital gap (eV): 7.43

Last columns: bonded neighbours and bond lengths (Å).
Geometry (Å):
1 C 0.161 -1.076 -1.201  C2 1.529, H6 1.089, H7 1.088, H8 1.090
2 C 0.989 -0.182 -0.277  C1 1.529, C3 1.524, H9 1.089, H10 1.113
3 C 0.312 1.106 0.177  C2 1.524, C4 1.534, H11 1.090, H15 1.095
4 C -1.125 0.807 0.624  C3 1.534, H12 1.091, H13 1.088, H14 1.132
5 O 0.036 -1.229 2.078  no bonds
6 H 0.701 -2.017 -1.288  C1 1.089
7 H -0.804 -1.352 -0.783  C1 1.088
8 H 0.060 -0.655 -2.201  C1 1.090
9 H 1.955 -0.088 -0.771  C2 1.089
10 H 0.981 -0.719 0.697  C2 1.113
11 H 0.308 1.964 -0.495  C3 1.090
12 H -1.850 0.573 -0.158  C4 1.091
13 H -1.537 1.574 1.277  C4 1.088
14 H -0.984 -0.144 1.221  C4 1.132
15 H 0.799 1.437 1.100  C3 1.095



ORCA calculation (ωB97M-V/def2-TZVPD) on a cluster of 2 separate species, C4H10O in total.

Properties
SMILES string: C=CC.CO
Total charge: 0
E_LUMO (eV): 0.76
Largest force on an atom (hartree/bohr): 0.0976
Frontier orbital gap (eV): 10.36

Last columns: bonded neighbours and bond lengths (Å).
Geometry (Å):
1 C -0.699 -0.254 2.297  C2 1.369, H4 1.113, H5 1.022
2 C -1.080 1.054 2.163  C1 1.369, C3 1.545, H6 1.035
3 C -2.274 1.651 1.385  C2 1.545, H7 1.143, H8 1.087, H9 1.107
4 H 0.071 -0.755 2.927  C1 1.113
5 H -1.312 -0.970 1.902  C1 1.022
6 H -0.512 1.804 2.594  C2 1.035
7 H -2.975 0.749 1.428  C3 1.143
8 H -2.849 2.467 1.815  C3 1.087
9 H -2.097 1.890 0.319  C3 1.107
10 C 2.396 -1.083 -3.111  O11 1.404, H12 1.019, H13 1.091, H14 1.116
11 O 2.546 -1.769 -1.895  C10 1.404, H15 1.076
12 H 2.825 -1.466 -3.953  C10 1.019
13 H 1.353 -0.827 -3.299  C10 1.091
14 H 2.958 -0.155 -2.852  C10 1.116
15 H 1.648 -2.335 -1.720  O11 1.076



ORCA calculation (ωB97M-V/def2-TZVPD) on a cluster of 2 separate species, C4H10O in total.

Properties
SMILES string: C=C(C)C.O
Total charge: 0
E_LUMO (eV): 0.76
Largest force on an atom (hartree/bohr): 0.0622
Frontier orbital gap (eV): 9.86

Last columns: bonded neighbours and bond lengths (Å).
Geometry (Å):
1 C -0.491 -1.199 2.060  C2 1.351, H5 1.096, H6 1.096
2 C -0.425 -0.029 1.390  C1 1.351, C3 1.453, C4 1.526
3 C 0.000 0.000 0.000  C2 1.453, H7 1.103, H8 1.103, H9 1.103
4 C -0.828 1.288 2.046  C2 1.526, H10 1.103, H11 1.103, H12 1.103
5 H -0.856 -1.165 3.093  C1 1.096
6 H -0.197 -2.175 1.656  C1 1.096
7 H 0.839 0.715 0.039  C3 1.103
8 H -0.784 0.412 -0.658  C3 1.103
9 H 0.364 -0.946 -0.436  C3 1.103
10 H -0.935 1.258 3.144  C4 1.103
11 H -1.785 1.620 1.609  C4 1.103
12 H -0.049 2.025 1.789  C4 1.103
13 O -2.821 5.750 1.592  H14 0.984, H15 0.984
14 H -2.451 6.578 1.974  O13 0.984
15 H -2.109 5.407 1.006  O13 0.984



- Among the records above, which one has the highest largest force on an atom?
  number 3